The following is a DFT calculation (ωB97M-V with the def2-TZVPD basis set) of C24H19N7NdO5 as an isolated structure.

The relative energy (zero: lowest compared OMol25 entry of this formula, charge and spin) is 28.76 kJ/mol. The calculation puts the molecular weight at 629.70 g/mol. Its spin multiplicity is 4. The net charge is +1. The frontier orbital gap (spin up / spin down) is 9.2 / 9.3 eV.

```
56
Properties=species:S:1:pos:R:3:forces:R:3
Nd -0.806341 -0.012224 0.166637 -0.3245 -0.7212 0.2269
O 2.315370 1.846770 2.773216 1.1504 0.4103 -0.0051
C 1.340777 1.271552 2.369850 -2.1156 -1.2365 -0.0987
N 1.201371 0.340391 1.369301 1.5429 0.4871 -0.0471
C 2.509237 0.118368 0.698924 -1.1461 -0.0021 -0.4196
C 2.363935 -0.765884 -0.525091 1.2847 -1.0835 -0.2192
C 3.506805 -1.308038 -1.172059 0.3603 0.8627 -0.9686
C 3.386243 -1.963599 -2.398802 -2.1668 -0.7146 1.2203
C 2.096929 -2.318470 -2.845830 -0.5573 0.2270 0.8543
C 1.026244 -1.837169 -2.124841 0.1434 0.5816 0.7294
N 1.156750 -1.070823 -1.004360 -0.1531 0.4217 -0.1684
C -0.005995 1.509522 3.060979 0.8790 -0.0284 1.3884
C -0.103972 2.019335 4.360221 -0.0561 0.2395 -0.6314
C -1.376595 2.178297 4.893718 0.3753 0.4210 0.3418
C -2.525264 1.938584 4.175510 -0.1712 -0.1382 -0.4044
C -2.294698 1.411326 2.905501 -0.7221 0.0046 0.6847
N -1.094576 1.124352 2.418796 -0.2277 0.3530 -0.8638
H 3.329898 -0.164212 1.348763 -0.0873 -0.6314 0.3227
H 2.862531 1.076159 0.350261 0.3295 0.5433 -0.3701
H 4.528948 -1.097390 -0.839468 -0.5522 0.0069 0.2693
H 4.169191 -2.423492 -2.925480 1.4001 -0.0549 -0.3681
H 1.846542 -3.058164 -3.598892 0.5425 0.3897 -0.3540
H -0.005928 -2.014758 -2.393059 -0.0147 -0.2918 -0.2118
H 0.767982 2.368252 4.905184 -0.0215 -0.2888 -0.1928
H -1.501864 2.580752 5.874737 0.1974 0.1644 0.5981
H -3.504289 2.191514 4.643785 0.7830 -0.4754 -0.9039
H -3.074716 1.180404 2.223016 -1.0078 -0.1844 -0.2462
O -2.351075 -5.743602 -1.182718 0.1967 -0.0481 1.0518
C -1.752718 -5.829919 0.017186 -0.8758 1.6720 -1.7892
O -1.250979 -6.837015 0.370703 0.7004 -0.9707 1.3261
C -1.634971 -4.489862 0.759225 -0.1317 -1.0719 0.0480
C -1.011320 -4.355097 1.974288 0.3655 -0.8753 -0.2279
N -0.779330 -3.077150 2.199296 0.6256 0.4643 2.4964
N -1.285360 -2.319440 1.246367 -0.5073 1.2301 -0.2531
C -1.850487 -3.162615 0.387316 0.2505 0.5096 -1.2515
C -2.488061 -2.582726 -0.859490 -0.0895 0.6794 0.7885
O -3.059905 -3.335918 -1.613928 -0.3429 -0.0967 -0.6783
O -2.414176 -1.295525 -0.979240 0.6528 -0.1088 0.3326
H -2.709908 -4.828860 -1.296803 -0.1961 -0.0577 -0.4536
H -0.665023 -5.078777 2.655019 0.2690 -0.8653 0.5383
H -0.433732 -2.719621 3.126281 -0.4578 -0.1210 -1.7730
N -1.657098 2.973760 -3.203992 -0.1302 1.4937 -0.9511
C -2.012049 2.037870 -2.344662 1.6559 0.3328 0.0938
N -1.080240 1.785395 -1.480817 1.5908 1.1847 0.3137
C -0.056496 2.733182 -1.777735 0.0643 -1.0972 0.7594
C 1.179873 2.841589 -1.115715 -1.2352 0.5120 -0.9406
C 1.977757 3.837061 -1.578197 -0.0056 0.8979 -1.8247
C 1.584965 4.666888 -2.710732 -0.6050 -1.0088 1.1638
C 0.368096 4.560571 -3.343030 0.3117 -1.1045 0.2337
C -0.434357 3.509013 -2.877937 0.3676 -0.6846 1.3855
H -2.206786 3.429229 -3.882540 -1.0792 0.0363 -0.7823
H -2.873746 1.509175 -2.325429 -2.7687 -1.3151 -0.5047
H 1.474193 2.193077 -0.316213 -0.0146 -0.1116 0.2928
H 2.951020 3.873504 -1.158180 0.7916 0.6223 0.1774
H 2.157155 5.416773 -3.181217 1.3763 0.6386 0.2819
H 0.200259 5.167687 -4.217624 -0.4437 0.0018 -0.0165
```
Forces are in eV/Å.

The following is a DFT calculation (ωB97M-V with the def2-TZVPD basis set) of C24H19O5PRu as an isolated structure.

The calculation puts the molecular weight at 519.46 g/mol. Its spin multiplicity is 6. The net charge is +3. The frontier orbital gap (spin up / spin down) is 4.0 / 3.6 eV.

```
50
Properties=species:S:1:pos:R:3:forces:R:3
Ru -2.606665 -0.292614 -2.670397 -2.3375 0.0562 2.3077
C -2.917810 -0.461583 -0.743770 0.2610 -0.4376 4.6863
O -3.133519 -0.559366 0.388872 0.0675 0.2435 -3.0646
C -4.490056 -0.717629 -2.835802 -6.2687 -1.3293 -0.1208
O -5.622876 -0.963661 -2.876694 4.3694 0.9234 0.0608
C -1.657027 -2.018581 -2.669229 2.9705 -4.1937 -1.0984
O -1.138443 -3.039213 -2.517794 -1.1147 1.6703 0.7271
C -2.459532 1.672919 -2.494899 0.7393 5.7831 0.3241
O -2.395739 2.799795 -2.257680 -0.2750 -3.1359 -0.2349
C -1.546349 0.045641 -4.536687 -0.0069 0.0683 -2.8117
H -1.280070 1.097873 -4.727574 -0.1629 -0.4866 0.3092
H -0.754000 -0.679588 -4.783413 -0.4019 0.2317 0.4441
C -2.897955 -0.346495 -4.755187 1.6045 0.5458 -2.2437
H -3.106199 -1.370387 -5.106123 -0.0352 0.4480 0.3050
H -3.627629 0.413793 -5.076082 0.1998 -0.3985 0.2748
O -0.343842 0.225330 -0.818471 0.8055 -0.6241 0.5134
P 0.493181 0.203618 0.433353 -1.4195 1.8948 -0.6364
C 0.055041 -1.169916 1.524648 -0.1497 0.7233 1.2196
C 0.196081 -2.471555 1.021334 0.1989 0.8532 -0.5025
C -0.096136 -3.569257 1.831918 -0.6050 -1.2936 1.8951
C -0.550786 -3.373169 3.139986 0.3336 -1.1516 -0.9770
C -0.688491 -2.077659 3.645270 -0.4461 -0.9942 1.0538
C -0.378804 -0.974625 2.840874 0.7441 1.4518 -2.1517
C 2.232139 -0.062102 0.060069 0.4820 -0.3066 0.5754
C 3.162780 -0.383404 1.058998 -2.2780 0.4758 -0.3497
C 4.508472 -0.576386 0.728522 1.8235 -0.1029 -0.8454
C 4.921104 -0.462399 -0.602291 0.1174 0.0459 -0.4241
C 3.991944 -0.153355 -1.599609 2.4314 -0.4183 -0.0530
C 2.650721 0.060437 -1.273664 -1.7101 0.2292 0.8951
C 0.313631 1.744974 1.349484 0.2122 -0.1110 0.2155
C -0.985528 2.246525 1.550472 0.0093 -0.0198 0.1338
C -1.184073 3.403376 2.306460 -0.0381 -0.1964 -0.1083
C -0.090306 4.079483 2.856020 0.0812 -0.1024 -0.0003
C 1.203376 3.596407 2.642900 0.0565 -0.1607 -0.1016
C 1.407735 2.436661 1.882497 -0.1946 0.1329 0.3465
H 0.555755 -2.613797 0.002346 -0.1188 -0.1025 0.1311
H 0.061891 -4.574530 1.445635 -0.1513 0.1377 0.1258
H -0.778256 -4.233780 3.769913 0.0568 0.2413 -0.1665
H -1.019306 -1.916183 4.674161 0.0659 -0.1018 -0.2665
H -0.464609 0.038386 3.239486 0.0214 -0.2481 -0.0922
H 2.845345 -0.474356 2.097953 0.0755 -0.0120 -0.1857
H 5.227245 -0.804075 1.513739 -0.0561 0.0105 -0.1738
H 5.970562 -0.608754 -0.861529 -0.3128 0.0217 0.0708
H 4.310257 -0.070192 -2.639943 -0.0094 -0.0168 0.2724
H 1.923477 0.326211 -2.041601 0.1031 -0.0655 0.1597
H -1.838605 1.716505 1.128776 0.1126 0.1690 0.0877
H -2.200703 3.764919 2.481872 0.3848 -0.0869 -0.1089
H -0.253585 4.977326 3.462703 0.1131 -0.3859 -0.2906
H 2.060467 4.109444 3.081654 -0.2686 -0.1064 -0.1846
H 2.415694 2.058986 1.728528 -0.0799 0.2317 0.0584
```
Forces are in eV/Å.

The following is a DFT calculation (ωB97M-V with the def2-TZVPD basis set) of C24H20BrIIrN3OSe2 as an isolated structure.

The relative energy (zero: lowest compared OMol25 entry of this formula, charge and spin) is 94.95 kJ/mol. The calculation puts the molecular weight at 923.39 g/mol. The frontier orbital gap is 6.0 eV.

```
53
Properties=species:S:1:pos:R:3:forces:R:3
Ir -0.503987 0.029870 0.373530 -0.4496 0.2697 0.3315
Se -3.175602 -0.593729 0.629555 0.2553 -0.0350 -0.5450
Se -3.811209 1.255752 -0.712540 0.0681 -0.0628 0.3188
C -2.546431 2.494710 0.063520 -0.2035 -0.2747 0.0009
C -3.067983 3.685102 0.479825 0.0485 0.0456 0.1261
C -2.199265 4.499968 1.293161 -0.0748 0.0019 -0.0645
C -0.891189 4.214929 1.363069 0.0835 0.0263 0.0871
C -0.327574 3.194737 0.407492 -0.0161 0.0788 -0.0543
N -1.279958 2.082873 0.205151 0.3748 0.0341 -0.2310
C -2.402044 -1.504088 -0.896625 0.0149 0.0590 0.0658
C -3.000384 -2.544303 -1.562444 -0.0251 -0.0287 -0.1148
C -2.341599 -3.083755 -2.664450 -0.0548 -0.0105 0.0276
C -1.124908 -2.554157 -3.041441 -0.0155 0.0573 0.0260
C -0.571783 -1.524368 -2.292930 0.0836 0.0082 -0.1112
N -1.197311 -1.007065 -1.238899 -0.0583 -0.1682 0.2864
H -4.121275 3.895224 0.385891 -0.0027 0.0039 -0.0204
H -2.628435 5.297141 1.888285 -0.0063 -0.0100 0.0090
H -0.214808 4.769581 2.000146 -0.0104 -0.0396 0.0510
H 0.596269 2.780621 0.811497 0.0123 -0.0377 -0.0961
H -3.956890 -2.920608 -1.230111 -0.0042 0.0131 0.0064
H -2.780230 -3.907778 -3.210809 -0.0021 0.0071 -0.0074
H -0.580153 -2.939646 -3.890835 0.0080 -0.0023 0.0050
H 0.400453 -1.114534 -2.523900 -0.0440 -0.1256 0.0467
Br 5.652297 1.569899 -1.804392 0.0127 -0.0023 -0.0070
C 3.914427 1.122220 -1.196699 -0.0191 0.0214 -0.0564
C 3.699362 0.869766 0.145069 -0.0275 -0.0158 0.0555
C 2.421589 0.548873 0.585528 0.1060 0.0140 -0.0165
C 1.335926 0.484118 -0.290518 0.0331 -0.0982 0.0369
C 1.595142 0.748060 -1.637342 -0.1208 0.2428 0.0488
C 2.866346 1.067471 -2.097420 0.0216 0.0189 0.0090
H 4.521836 0.920746 0.845920 0.0007 -0.0056 -0.0017
H 2.291247 0.342201 1.640163 -0.0281 -0.0008 -0.0120
H 0.777568 0.757391 -2.351268 0.0573 0.1251 0.0314
H 3.033952 1.288753 -3.143034 -0.0006 -0.0002 -0.0010
I 1.734132 5.069212 -0.847318 -0.0060 -0.0224 0.0253
C -0.020927 3.852360 -0.944285 -0.0397 0.0197 0.0558
H 0.173369 3.114781 -1.710427 0.0651 -0.1585 -0.1020
H -0.830908 4.511968 -1.247249 0.0081 -0.0422 -0.0303
N 1.768915 -6.674141 2.727505 -0.0056 -0.0004 0.0047
C 1.440980 -5.633715 2.364854 0.0158 0.0038 -0.0065
C 1.028419 -4.335754 1.906019 -0.0100 -0.0004 0.0097
C 1.620279 -3.766511 0.778465 0.0076 -0.0076 0.0076
C 1.212522 -2.521499 0.334690 0.0189 0.0191 -0.0062
C 0.200336 -1.793669 0.978055 -0.1512 0.0808 -0.0219
C -0.370879 -2.397928 2.109041 -0.0458 -0.0284 0.0549
C 0.029477 -3.641078 2.578674 0.0307 0.0099 -0.0322
H 2.404557 -4.304205 0.261098 -0.0025 -0.0013 -0.0015
H 1.713502 -2.092882 -0.525821 -0.0131 -0.0287 -0.0063
H -1.182197 -1.903820 2.640985 0.0162 0.0204 -0.0243
H -0.435162 -4.078705 3.452689 -0.0025 -0.0018 -0.0016
O -0.052136 0.848242 2.321039 0.1095 -0.1802 -0.2133
H -0.814010 1.407453 2.539604 0.0338 0.1495 0.0072
H -0.003645 0.113901 2.950219 -0.0460 0.0593 0.0501
```
Forces are in eV/Å.

The following is a DFT calculation (ωB97M-V with the def2-TZVPD basis set) of C24H20Cl31F7N2S2 as an isolated structure.

The calculation puts the molecular weight at 1632.60 g/mol. The frontier orbital gap is 7.7 eV.

```
86
Properties=species:S:1:pos:R:3:forces:R:3
C -0.863402 0.196760 4.817531 -0.0680 -0.0608 0.2777
C -1.239359 1.268968 4.098263 0.5729 -0.0599 -0.2613
C -0.164842 2.112662 3.427318 -0.9177 -1.0911 -0.3457
C 0.085848 2.090591 2.070095 0.2256 0.0531 -0.4717
C -0.852208 1.189274 1.251162 -0.9440 -0.2084 1.0992
C -0.648589 -0.348868 1.445747 -0.1906 0.0723 -1.7054
C 0.798230 -0.831133 1.267630 -0.6325 -0.3402 1.1968
S 0.894033 -2.666583 1.131980 0.0708 -0.2149 -0.1476
C 1.164026 2.902781 1.465106 -0.6663 -0.8264 1.1266
C 1.486950 2.864391 -0.022934 0.3930 1.6800 -0.3504
F 0.787895 1.988775 -0.768267 0.1579 -0.0623 0.6524
F 1.152742 4.115558 -0.522435 0.0720 -0.5504 0.0520
C 3.016757 2.672272 -0.464511 -0.3209 -0.4328 -1.3117
F 3.611805 3.830590 -0.791107 -0.0028 -0.3314 0.8622
F 2.978751 2.010229 -1.668431 -0.3200 -0.0800 0.6138
C 3.912275 1.766579 0.448289 1.8817 -0.7126 -0.3199
F 4.795633 1.142566 -0.378285 -0.3282 0.2990 0.3182
F 3.257522 0.789116 1.082911 -0.3640 0.6653 -0.2233
F 4.663867 2.418942 1.338199 -0.6969 0.1341 -0.1936
C 1.847018 3.735453 2.319997 0.2906 0.3834 -0.2849
Cl 3.078362 4.871083 1.806530 -0.5839 -0.3116 0.0447
C 1.577096 3.771275 3.725304 0.2574 0.4023 0.1479
N 2.244824 4.578327 4.589521 -1.7850 -1.2420 0.3111
S 1.598609 4.197526 6.020803 -0.1149 0.1753 0.2571
N 0.471647 3.078262 5.665545 1.0515 0.7667 -0.7389
C 0.578807 2.941527 4.333559 0.3486 -0.0521 -1.4001
H -0.088388 -0.497839 4.459889 0.6184 1.0381 0.6828
H -1.266489 -0.009470 5.818713 -0.8664 -0.6555 -0.9738
H -2.294792 1.563952 4.018148 0.5226 0.7137 0.9537
H -1.856371 1.362551 1.697568 0.4272 0.0536 -0.2277
H -0.997178 1.469583 0.204977 0.4959 -0.1644 0.3491
H -1.240828 -0.814746 0.632772 0.2041 0.1825 0.4226
H -1.120878 -0.704088 2.371200 0.5515 0.2016 -0.1659
H 1.295847 -0.430387 0.376466 -0.3098 -0.0818 0.2599
H 1.354135 -0.554594 2.181623 0.0609 -0.0267 -0.5879
H -0.341985 -3.108471 1.493240 0.3235 0.6862 -0.0612
C 2.332641 7.853589 3.709573 0.0340 0.0967 0.0032
Cl 3.294345 8.226686 5.140317 -0.0581 -0.0077 -0.0784
Cl 0.615843 8.137116 4.018052 0.0095 -0.0740 -0.0066
Cl 2.881173 8.797278 2.321247 -0.0073 -0.0680 0.0087
H 2.466506 6.803550 3.480696 0.0083 0.0515 0.0629
C -2.491248 -1.793082 -2.170665 -0.0100 -0.1066 -0.0843
Cl -3.407674 -1.982166 -3.664707 0.2927 0.0697 0.1812
Cl -2.684274 -0.161244 -1.519259 -0.0476 0.0507 -0.1322
Cl -2.988542 -2.995067 -0.977026 -0.1196 0.1964 0.1545
H -1.441416 -1.947755 -2.392464 -0.0358 -0.0083 0.0503
C 5.655432 -0.245520 -3.513646 0.0417 -0.0200 -0.0488
Cl 5.581678 0.477436 -5.122313 -0.0164 0.0080 0.0631
Cl 4.753427 -1.763963 -3.471713 -0.0116 0.0456 0.0411
Cl 7.332182 -0.501855 -3.020387 -0.0785 0.0287 0.0164
H 5.196406 0.440513 -2.811755 0.0175 -0.0382 -0.0299
C -6.289566 -5.169431 -2.344657 0.0504 -0.0193 0.0148
Cl -4.813778 -6.018144 -2.812813 -0.2220 0.0288 -0.0041
Cl -6.443468 -5.110266 -0.587043 0.0171 0.0674 -0.0323
Cl -6.307972 -3.541068 -3.026980 -0.1649 -0.1152 0.0390
H -7.137223 -5.715134 -2.741710 0.0235 0.0331 0.0361
C 5.938367 5.345980 5.868184 -0.0024 0.0290 -0.1671
Cl 5.091403 4.621385 4.500794 0.6331 0.0371 0.1097
Cl 6.873832 6.747728 5.344559 -0.0007 -0.0504 0.0596
Cl 4.789399 5.797901 7.135142 0.0674 -0.0955 0.0997
H 6.623347 4.614399 6.278806 -0.0401 0.0389 0.0011
C 1.667618 6.075980 -3.311709 0.0375 0.0607 -0.0063
Cl 3.227274 5.767610 -4.080251 -0.0380 -0.0433 0.0358
Cl 1.853598 7.171758 -1.941504 -0.0112 -0.0523 0.0150
Cl 0.515301 6.727533 -4.480849 0.0048 -0.0485 0.0353
H 1.280200 5.134448 -2.941165 0.0237 0.0453 -0.0030
C -9.251735 -7.885536 1.193764 0.0682 0.0916 -0.0097
Cl -10.108734 -6.401001 0.768601 -0.0105 -0.0533 0.0016
Cl -8.021980 -8.261921 -0.014740 -0.0681 -0.1140 0.0207
Cl -8.526961 -7.747569 2.797592 -0.0356 -0.0315 -0.0336
H -9.968349 -8.697305 1.213742 0.0307 0.0405 0.0029
C -0.789206 -6.338179 -3.676480 -0.3113 -0.2111 0.1266
Cl -1.580165 -5.351314 -2.443213 0.3356 -0.0704 -0.1749
Cl -0.363772 -7.922951 -3.027439 -0.1099 0.0789 -0.0515
Cl -1.826339 -6.505570 -5.097114 0.0379 0.0410 0.0083
H 0.118404 -5.839128 -3.978122 -0.0539 -0.0034 -0.0522
C -7.168693 -1.704415 -6.468700 0.0289 -0.0730 -0.0873
Cl -5.452839 -1.704050 -6.050138 -0.1452 0.0618 -0.1401
Cl -7.465514 -0.689067 -7.881548 -0.0098 0.0000 0.0658
Cl -7.740070 -3.350307 -6.753735 -0.0043 0.0464 0.0392
H -7.721484 -1.293101 -5.632771 0.0314 -0.0230 -0.0316
C 3.727107 -7.366486 -3.288022 -0.0386 -0.1493 -0.0597
Cl 3.070662 -8.722023 -2.371211 0.0729 0.0640 0.0126
Cl 4.446854 -7.926371 -4.797763 -0.0022 0.0531 0.0506
Cl 2.477483 -6.153099 -3.608041 0.4303 0.0910 0.0515
H 4.503148 -6.900216 -2.693532 -0.0576 0.0185 -0.0304
```
Forces are in eV/Å.

Question: Look up the molecular weight of the third one.
Answer: 923.39 g/mol